Record 1
Formula: C21H36CaP2
Source: the OMol25 dataset
Level of theory: ωB97M-V with the def2-TZVPD basis set

The HOMO energy is -6.425 eV. The value obtained for the gap between HOMO and LUMO is 0.23389 Eh. As for the spin multiplicity: 1.

Each line ends with the Mulliken charge.
Positions of all 60 atoms, in Å:
P 3.0643 2.4115 -0.4157  0.926
P 2.4462 0.2738 -2.6110  0.886
C 4.4362 2.0507 -1.6711  -1.140
C 3.8654 1.4765 -2.9663  -1.155
H 5.1418 1.3469 -1.1917  0.441
H 4.9546 3.0027 -1.8748  0.476
H 3.4646 2.2726 -3.6215  0.438
H 4.6459 0.9169 -3.5092  0.463
C 3.5015 -1.2502 -2.6285  -1.484
H 2.8420 -2.1246 -2.6714  0.372
H 4.1131 -1.2963 -1.7188  0.337
H 4.1480 -1.2207 -3.5149  0.461
C 1.8404 0.1992 -4.3420  -1.428
H 2.6775 -0.0140 -5.0151  0.408
H 1.3837 1.1596 -4.6024  0.371
H 1.0891 -0.5932 -4.4104  0.395
C 4.1932 2.6516 1.0108  -1.415
H 3.6099 3.0430 1.8494  0.401
H 4.9840 3.3578 0.7369  0.389
H 4.6299 1.6867 1.2881  0.363
C 2.8541 4.1883 -0.8952  -1.452
H 2.3403 4.2581 -1.8614  0.341
H 3.8455 4.6531 -0.9609  0.438
H 2.2545 4.6839 -0.1237  0.376
Ca -3.1528 -0.2226 1.8194  1.430
C -1.4673 -0.6439 -0.7598  -0.876
C -0.6877 -1.4755 -0.0511  -0.087
C 0.6668 -1.1723 0.5065  0.364
C 0.7452 -0.6619 1.9695  -0.699
C -0.1808 0.4399 2.3456  -0.410
C -0.6638 1.3888 1.5259  -0.913
C -0.3597 1.5635 0.0741  1.344
C -1.2578 0.8232 -0.9595  -0.775
C -3.6632 0.2912 4.0070  -1.723
H -2.3470 -1.0513 -1.2910  0.405
H -1.0304 -2.5136 0.1006  0.373
H 1.2160 -0.4753 -0.1444  -0.897
H 1.2408 -2.1149 0.4889  0.563
H 0.5536 -1.4946 2.6606  0.437
H 1.8019 -0.3905 2.1320  0.328
H -0.3957 0.5049 3.4270  0.416
H -1.2420 2.2235 1.9669  0.392
H 0.6950 1.3525 -0.1599  -1.471
H -0.4776 2.6349 -0.1546  0.658
H -2.2474 1.3114 -0.9938  0.406
H -0.8127 1.0245 -1.9498  0.312
H -4.7657 0.3999 3.9595  0.397
H -3.1835 1.2452 4.2926  0.340
H -3.3911 -0.5057 4.7215  0.304
C -6.0867 -4.4303 1.4579  -0.509
C -5.1024 -4.4503 2.4492  -0.256
C -4.1113 -3.4315 2.4874  -0.677
C -4.2311 -2.4410 1.5501  0.002
C -5.1223 -2.4022 0.5045  -0.446
C -6.1048 -3.4276 0.4853  -0.423
H -6.8383 -5.2212 1.4309  0.334
H -5.0821 -5.2549 3.1915  0.313
H -3.3016 -3.4625 3.2125  0.317
H -5.0768 -1.6566 -0.2851  0.209
H -6.8614 -3.4369 -0.2974  0.310

Record 2
Formula: C8H38F12NO15S
Source: the OMol25 dataset
Level of theory: ωB97M-V with the def2-TZVPD basis set

The HOMO energy is -3.176 eV. The value obtained for the gap between HOMO and LUMO is 0.18777 Eh. As for the spin multiplicity: 1. The total charge is -1.

Each line ends with the Mulliken charge.
Positions of all 75 atoms, in Å:
F -1.1690 0.3401 -3.1205  -0.206
C 0.1966 0.2730 -3.3637  0.739
F 0.3095 0.5355 -4.7217  -0.332
F 0.6762 1.4083 -2.7528  -0.308
O 0.7690 -0.8395 -3.0720  -0.305
C 0.5621 -1.3875 -1.6082  0.066
N 1.7566 -1.8626 -1.1541  -0.449
C 1.6091 -3.0000 -0.2632  -0.933
C 1.8492 -2.6870 1.2441  -0.819
C 2.6341 -1.3943 1.4302  -0.993
C 1.6789 -0.2210 1.2357  1.655
C 1.9638 1.0793 1.9290  0.820
F 2.7535 1.0118 3.0447  -0.394
F 0.7580 1.6540 2.3653  -0.300
C 2.5018 2.2633 1.0556  0.266
F 1.5173 2.5095 0.1491  0.040
F 2.6580 3.3656 1.8291  -0.315
S 4.1110 2.0205 0.0688  1.345
F 4.5703 0.8902 1.0703  -0.330
F 3.3592 0.9657 -0.8101  -0.227
F 3.6778 3.2041 -0.9144  -0.339
F 4.8962 3.0773 0.9550  -0.333
F 5.4077 1.8086 -0.7931  -0.320
H 0.1204 -0.5018 -1.0894  -0.229
H -0.2295 -2.1467 -1.7204  0.421
H 2.3192 -3.7881 -0.5510  0.489
H 0.6072 -3.4280 -0.3232  0.239
H 0.8789 -2.5838 1.7332  0.220
H 2.3944 -3.5019 1.7277  0.456
H 3.3990 -1.3660 0.6516  0.247
H 3.1377 -1.3450 2.3951  0.740
H 1.5361 -0.0496 0.1685  -0.902
H 0.7018 -0.4938 1.6246  -0.431
O 1.8316 -1.6783 4.5522  -0.575
H 2.3372 -0.9291 4.8859  0.291
H 1.3034 -1.9736 5.3027  0.267
O -1.5395 -0.7931 1.0009  -0.355
H -1.4424 -0.0732 1.6421  0.210
H -2.2123 -0.4585 0.3902  0.189
O -1.5082 2.9554 0.6957  -0.593
H -1.8694 3.0915 -0.1873  0.323
H -0.5693 2.8005 0.5550  0.191
O -2.2265 1.2990 3.4938  -0.619
H -1.6975 2.0891 3.3224  0.276
H -3.1358 1.6167 3.5979  0.261
O -1.7054 -2.6358 -4.1424  -0.608
H -1.5497 -1.6852 -4.1248  0.295
H -1.5517 -2.8887 -5.0578  0.303
O -0.5867 -0.1993 5.1980  -0.708
H 0.0697 -0.3107 4.5001  0.365
H -1.3593 0.1693 4.7418  0.408
O -3.7466 0.3866 -0.3957  -0.802
H -4.1039 0.0809 -1.2384  0.315
H -3.8274 1.3488 -0.4135  0.270
O -2.1258 2.5917 -2.4112  -0.694
H -1.2172 2.2900 -2.2800  0.322
H -2.3540 2.2782 -3.2914  0.300
O 0.8325 4.9936 -1.3102  -0.647
H 1.7382 4.6697 -1.3593  0.294
H 0.6026 4.9312 -0.3773  0.321
O -0.0104 -0.2743 -7.6077  -0.657
H -0.5749 0.4027 -7.9913  0.297
H 0.2512 0.0835 -6.7502  0.400
O -5.4841 1.7310 3.2147  -0.618
H -6.1334 1.6628 3.9203  0.287
H -5.8723 1.2195 2.4827  0.347
O 2.3869 -4.2805 -3.0619  -0.670
H 2.4353 -3.3230 -2.8900  0.319
H 2.4198 -4.4139 -4.0118  0.289
O -1.2999 -3.6559 1.0543  -0.560
H -1.6903 -4.1687 1.7675  0.280
H -1.5620 -2.7368 1.2225  0.288
O -6.1019 -0.6107 0.8817  -0.654
H -5.3019 -0.2753 0.4448  0.452
H -5.7607 -1.1372 1.6151  0.324

Record 3
Formula: C5H10N2O
Source: the OMol25 dataset
Level of theory: ωB97M-V with the def2-TZVPD basis set

The HOMO energy is -10.087 eV. The value obtained for the gap between HOMO and LUMO is 0.36576 Eh. As for the spin multiplicity: 1. Its SMILES is [H]/N=C(/C)C#N.CCO.

Each line ends with the Mulliken charge.
Positions of all 18 atoms, in Å:
H -1.5320 -1.8679 0.6593  0.271
N -2.0618 -1.1885 0.1216  -0.624
C -1.8148 0.0264 0.3476  0.728
C -2.5329 1.1050 -0.3891  -1.137
C -0.8364 0.4612 1.3026  0.343
N -0.0142 0.7186 2.0624  -0.531
H -3.1774 1.6704 0.2825  0.328
H -3.1379 0.6390 -1.1608  0.327
H -1.8225 1.8041 -0.8287  0.307
C 1.8303 -1.2998 -0.3301  -0.904
C 1.8900 0.1945 -0.6191  -0.207
O 2.4367 0.9395 0.4388  -0.537
H 1.4337 -1.8284 -1.1849  0.310
H 1.1912 -1.4928 0.5315  0.207
H 2.8213 -1.6768 -0.1061  0.333
H 2.5529 0.3893 -1.4693  0.332
H 0.8860 0.5600 -0.8794  0.087
H 1.8878 0.8461 1.2212  0.369